[1]
Formula: C5H12O2
Source: the Open Molecules 2025 dataset
Level of theory: ωB97M-V/def2-TZVPD

Output
SMILES: CC[C@@H](O)[C@@H](C)O
HOMO level: -10.059 eV
LUMO: 0.8 eV
Energy relative to the best compared isomer or geometry (same formula, charge and spin): 0.5411 eV
Frontier orbital gap: 10.862 eV

Element x y z (Å)
C  2.3360  0.2939  1.3396
C  0.8309  0.4615  1.1485
C  0.3403  -0.0969  -0.1912
O  0.4339  -1.5105  -0.2238
C  -1.0974  0.3242  -0.5092
C  -1.5740  -0.1848  -1.8634
O  -1.8926  -0.2287  0.5396
H  2.6247  -0.7572  1.2411
H  2.8936  0.8685  0.5895
H  2.6527  0.6456  2.3276
H  0.2862  -0.0522  1.9502
H  0.5607  1.5238  1.2189
H  0.9905  0.2704  -0.9972
H  -0.3377  -1.8130  0.2796
H  -1.1512  1.4244  -0.4835
H  -1.6015  -1.2784  -1.8616
H  -2.5774  0.1951  -2.0936
H  -0.9029  0.1357  -2.6665
H  -2.8149  -0.2215  0.2554


[2]
Formula: C21H56As2F12N5O4
Source: the Open Molecules 2025 dataset
Level of theory: ωB97M-V/def2-TZVPD

Output
Total charge: -1
HOMO level: -6.691 eV
LUMO: 1.9 eV
Energy relative to the best compared isomer or geometry (same formula, charge and spin): 0.7214 eV
Frontier orbital gap: 8.559 eV

Element x y z (Å)
N  8.7190  -26.2779  -29.5388
H  8.6365  -27.2890  -29.8007
H  7.8588  -25.9872  -29.0113
H  8.8343  -25.6780  -30.3598
H  9.6085  -26.1403  -29.0165
As  9.9769  -23.4511  -32.7282
F  8.2476  -23.2498  -32.5413
F  10.0296  -22.3838  -34.1233
F  11.7029  -23.6678  -32.8941
F  10.0146  -24.5859  -31.3829
F  9.6466  -24.7558  -33.8458
F  10.1838  -22.0845  -31.6646
As  6.1486  -27.2027  -33.0240
F  5.0150  -25.9186  -33.3946
F  7.2048  -26.6403  -34.2990
F  7.3419  -28.4569  -32.6890
F  5.0363  -27.7806  -31.8077
F  5.3634  -28.2885  -34.1589
F  6.9039  -26.2657  -31.7658
C  7.8536  -25.0026  -22.3021
C  8.5671  -26.2923  -22.6610
C  8.3864  -27.3367  -21.5708
C  8.7149  -28.7787  -22.0525
C  7.8071  -29.1094  -23.2361
C  8.0130  -28.1331  -24.4365
N  8.0110  -26.7458  -23.9550
O  8.1874  -25.7923  -24.9815
C  9.3255  -28.4906  -25.1746
C  6.8017  -28.3281  -25.3249
C  10.0704  -26.0067  -22.8294
H  6.7763  -25.1510  -22.3622
H  8.1316  -24.1616  -22.9394
H  8.1947  -24.6880  -21.3107
H  9.1501  -27.2028  -20.8006
H  7.3875  -27.2741  -21.1384
H  8.6355  -29.3803  -21.1451
H  9.7466  -28.9062  -22.3854
H  6.7823  -29.1962  -22.8795
H  8.1653  -30.0386  -23.6893
H  9.5611  -27.7638  -25.9499
H  10.1688  -28.4524  -24.4826
H  9.1954  -29.5145  -25.5262
H  6.6665  -29.3618  -25.6386
H  5.9290  -28.0346  -24.7317
H  6.7842  -27.6137  -26.1478
H  10.6208  -26.9396  -22.9317
H  10.4518  -25.4952  -21.9359
H  10.3042  -25.3171  -23.6372
H  7.3269  -25.3479  -25.0426
C  5.4204  -23.6729  -29.3720
C  6.2117  -24.0844  -28.1388
C  5.4792  -23.5679  -26.8798
O  5.8608  -24.2757  -25.7054
C  5.1796  -23.8413  -24.5456
N  6.3104  -25.5407  -28.1467
H  4.3964  -24.0445  -29.3642
H  5.9438  -24.0866  -30.2383
H  5.4433  -22.5919  -29.5189
H  7.1909  -23.5981  -28.1458
H  4.3902  -23.6513  -26.9835
H  5.7307  -22.5115  -26.7222
H  4.1565  -23.5384  -24.7928
H  5.6491  -23.0001  -24.0305
H  5.1168  -24.7163  -23.9000
H  6.3308  -25.8928  -27.1948
H  5.5074  -25.9585  -28.6045
C  6.6901  -29.4935  -29.1256
C  8.0637  -30.0369  -29.4982
C  8.0046  -31.3720  -30.2057
O  9.3166  -31.7182  -30.6329
C  9.5435  -33.1029  -30.6933
N  8.6928  -29.0121  -30.3638
H  6.1060  -29.3906  -30.0462
H  6.7581  -28.5382  -28.6086
H  6.0786  -30.1469  -28.4937
H  8.5987  -30.1641  -28.5486
H  7.3437  -31.2893  -31.0779
H  7.6301  -32.1475  -29.5286
H  10.5956  -33.3376  -30.8597
H  9.0464  -33.4436  -31.6161
H  9.1993  -33.7147  -29.8549
H  8.0726  -28.8928  -31.1727
H  9.4862  -29.5471  -30.7236
C  12.4319  -26.6673  -30.0325
C  12.2481  -26.8363  -28.5103
C  13.5694  -26.5854  -27.7752
O  13.4164  -26.7322  -26.3840
C  14.5849  -26.3583  -25.6771
N  11.2174  -25.8951  -28.0684
H  13.1673  -27.3829  -30.4067
H  12.7871  -25.6579  -30.2404
H  11.5019  -26.9170  -30.5383
H  11.8220  -27.8370  -28.3890
H  13.8498  -25.5520  -28.0330
H  14.4093  -27.1741  -28.1637
H  15.2972  -27.1751  -25.5289
H  14.2291  -26.0685  -24.6879
H  15.0832  -25.5211  -26.1701
H  11.2500  -25.8122  -27.0476
H  11.5745  -24.9604  -28.2983


[3]
Formula: C3H6ClNO
Source: the Open Molecules 2025 dataset
Level of theory: ωB97M-V/def2-TZVPD

Output
HOMO level: -9.664 eV
LUMO: 0.5 eV
Energy relative to the best compared isomer or geometry (same formula, charge and spin): 2.4802 eV
Frontier orbital gap: 10.145 eV

Element x y z (Å)
C  -1.0229  -0.5041  0.0412
C  0.8429  1.2489  -0.3955
C  0.3784  0.0611  0.3071
N  -1.1303  -1.7142  -0.2557
O  1.3774  -0.8662  0.2067
Cl  -2.3126  0.6641  0.2376
H  0.3952  2.1894  -0.0299
H  1.8917  1.3268  -0.2470
H  0.4654  0.9959  -1.4223
H  0.2691  0.5689  1.7455
H  -2.0717  -2.1865  -0.2143
H  0.9175  -1.7840  0.0268


[4]
Formula: C3H28NO15
Source: the Open Molecules 2025 dataset
Level of theory: ωB97M-V/def2-TZVPD

Output
Total charge: -1
HOMO level: -7.246 eV
LUMO: 2.5 eV
Energy relative to the best compared isomer or geometry (same formula, charge and spin): 3.9877 eV
Frontier orbital gap: 9.761 eV

Element x y z (Å)
C  -1.2347  3.3900  0.3942
N  -1.5772  2.3120  1.2087
C  -0.5747  1.4350  1.8520
C  -0.3529  0.0497  1.3828
O  -0.0776  -0.7757  2.2643
O  -0.2274  -0.2478  0.1464
O  -0.1572  3.9859  0.5200
H  -1.9561  3.6707  -0.3607
H  -2.4465  1.7777  1.0775
H  0.3892  1.9768  1.7079
H  -0.7573  1.5190  2.8988
H  2.5390  0.1166  3.0192
H  1.3326  -0.2355  3.7381
O  2.1784  0.0078  3.9216
H  2.9580  3.4666  0.4134
H  3.2639  1.9762  0.5613
O  3.1154  2.6553  -0.1032
H  -0.1691  3.3699  -2.5724
H  0.2106  1.9856  -3.1264
O  -0.2797  2.8086  -3.2737
H  0.9223  -1.8447  0.2593
H  0.9483  -2.1167  1.7118
O  1.4474  -2.3077  0.8398
H  3.8000  -0.4043  1.3221
H  2.2646  -0.7498  1.0432
O  2.9447  -0.0152  1.3008
H  -1.3263  -1.3437  -0.8235
H  -1.3747  -0.4540  -2.1288
O  -1.8889  -1.0835  -1.5379
H  -3.7332  -0.4575  0.2320
H  -2.8028  0.1715  -0.7875
O  -3.6481  0.3448  -0.3334
H  -2.4442  -2.8182  1.2897
H  -1.9009  -1.9112  2.3453
O  -2.6213  -2.4878  2.2371
H  -1.0200  -2.7492  -3.2053
H  0.3074  -3.4247  -3.0163
O  -0.6572  -3.6364  -2.9254
H  1.8006  1.6559  -0.5121
H  0.6568  0.7605  -0.8155
O  1.2348  1.4455  -1.3210
H  1.7388  -0.5529  -2.6185
H  0.3724  0.0037  -3.0952
O  1.0805  -0.6104  -3.3105
H  -0.2357  -3.0808  -0.2163
H  -1.0082  -3.9129  -1.2609
O  -1.0335  -3.6648  -0.3429